(1)
C5H14N3S2 | ωB97M-V with the def2-TZVPD basis set

ORCA input file:
```
! wB97M-V def2-TZVPD RIJCOSX def2/J DEFGRID3
* xyz 1 1
C 1.430 -0.965 0.108
C 0.330 1.993 0.851
C -0.186 1.700 -1.723
C 0.683 1.311 -0.495
C -1.386 -0.559 0.382
N 0.869 -2.372 0.368
N 0.437 -0.122 -0.081
N -1.478 -0.914 1.656
S 3.041 -0.823 0.020
S -1.781 -1.771 -0.979
H -0.603 1.589 1.343
H 1.174 1.978 1.569
H 0.243 3.015 0.598
H -1.240 1.270 -1.929
H 0.489 1.452 -2.552
H -0.266 2.765 -1.761
H 1.798 1.275 -0.611
H -1.611 0.314 -0.072
H 0.037 -2.579 -0.281
H 1.450 -3.136 0.057
H -1.203 -0.133 2.205
H -2.017 -1.701 1.894
H 0.913 -2.483 1.385
H -1.123 -1.103 -1.952
*
```

E = -31543.5648 eV
E_HOMO = -12.2 eV
strongest force on any atom = 0.102 Eh/bohr
LUMO energy = -3.5 eV
orbital gap = 8.775 eV

***

(2)
C5H14N3Si | ωB97M-V with the def2-TZVPD basis set

ORCA input file:
```
! wB97M-V def2-TZVPD RIJCOSX def2/J DEFGRID3
* xyz 1 1
C -4.456 -0.158 -0.362
N -3.265 0.373 0.383
C -2.158 0.925 -0.197
N -0.934 0.718 0.072
N 0.145 0.914 0.551
Si 1.657 -0.023 0.142
C 1.314 -1.490 -1.023
C 2.719 1.234 -0.782
C 2.437 -0.621 1.786
H -4.508 0.088 -1.482
H -5.273 0.247 0.099
H -4.563 -1.247 -0.223
H -3.247 0.010 1.282
H -2.240 1.351 -1.204
H 0.391 -1.289 -1.615
H 2.168 -1.444 -1.771
H 1.457 -2.517 -0.581
H 2.857 2.178 -0.332
H 3.744 0.887 -0.969
H 2.503 1.621 -1.798
H 1.662 -1.269 2.171
H 3.350 -1.157 1.627
H 2.480 0.231 2.475
*
```

E = -17751.6887 eV
E_HOMO = -13.3 eV
SMILES = C/[NH+]=C/N=N/[Si](C)(C)C
strongest force on any atom = 0.059 Eh/bohr
LUMO energy = -5.0 eV
orbital gap = 8.315 eV

***

(3)
C5H14N4 | ωB97M-V with the def2-TZVPD basis set

ORCA input file:
```
! wB97M-V def2-TZVPD RIJCOSX def2/J DEFGRID3
* xyz 0 1
C 3.436 -0.065 -0.597
N 2.026 -0.330 -0.132
N 1.792 0.415 0.944
C 0.634 0.951 1.041
N -0.359 0.831 -0.034
N -1.020 2.161 -0.181
C -1.440 -0.148 0.392
C -2.534 -0.524 -0.593
C -0.718 -1.523 0.610
H 3.635 0.804 -1.375
H 3.600 -1.121 -1.111
H 4.223 0.120 0.225
H 1.380 -0.268 -0.881
H 0.455 1.544 1.871
H -2.024 2.136 0.123
H -1.175 2.264 -1.251
H -1.922 0.098 1.415
H -3.257 -1.132 0.077
H -3.138 0.384 -0.893
H -2.229 -1.154 -1.624
H -1.353 -2.401 0.581
H 0.116 -1.687 -0.148
H -0.130 -1.357 1.540
*
```

E = -11368.2517 eV
E_HOMO = -8.5 eV
SMILES = CN/N=C\N(N)C(C)C
strongest force on any atom = 0.076 Eh/bohr
LUMO energy = 1.0 eV
orbital gap = 9.424 eV

***

Q: Look up the LUMO energy of the first one.
A: -3.5 eV